A 10-piece molecular cluster, C36H66Cl4N12 overall in a non-equilibrium geometry, computed with ωB97M-V/def2-TZVPD.

For the highest occupied orbital energy, the calculation gives -10.19 eV. The charge is +2.

```
118
Properties=species:S:1:pos:R:3:lowdin_charge:R:1
C -5.07 -4.56 -0.15 -0.0343
C -5.23 -3.02 -0.45 -0.1584
N -4.06 -2.38 -1.00 -0.0754
C -3.76 -1.05 -0.85 -0.0209
C -2.53 -0.74 -1.42 0.0010
N -2.17 -1.93 -2.07 -0.0684
C -3.13 -2.93 -1.81 0.0344
C -0.98 -2.13 -2.85 -0.0162
H -6.09 -4.69 0.22 0.0811
H -4.35 -4.87 0.60 0.0871
H -4.95 -5.09 -1.10 0.0504
H -5.66 -2.42 0.36 0.1267
H -6.00 -2.87 -1.20 0.1296
H -4.44 -0.33 -0.40 0.1262
H -1.91 0.14 -1.38 0.0440
H -3.10 -3.96 -2.12 0.1277
H -1.12 -1.65 -3.82 0.0902
H -0.88 -3.19 -3.04 0.0706
H -0.16 -1.72 -2.26 0.0768
C 6.28 3.15 -0.83 -0.0451
C 4.83 3.58 -0.87 -0.1508
N 4.53 4.30 0.39 -0.0392
C 4.63 3.80 1.70 -0.0037
C 4.07 4.72 2.54 -0.0166
N 3.61 5.76 1.79 -0.1187
C 3.88 5.49 0.45 0.0359
C 2.89 6.89 2.29 -0.0053
H 6.56 2.39 -1.56 0.0925
H 6.47 2.59 0.09 0.0685
H 6.87 4.06 -0.86 0.0934
H 4.01 2.86 -0.83 0.1157
H 4.66 4.28 -1.69 0.1279
H 4.96 2.80 1.91 0.0401
H 3.88 4.79 3.60 0.1417
H 3.51 6.02 -0.41 0.1617
H 2.28 6.56 3.12 0.0988
H 2.20 7.12 1.48 0.0973
H 3.50 7.75 2.58 0.1118
C 1.55 -4.37 -4.16 -0.0791
C 0.86 -4.91 -5.35 -0.2046
N -0.52 -5.17 -5.07 -0.0239
C -1.57 -4.34 -5.46 0.0362
C -2.77 -4.83 -4.85 -0.0168
N -2.44 -6.01 -4.25 -0.1107
C -1.10 -6.23 -4.40 0.0377
C -3.33 -6.84 -3.42 0.0246
H 1.58 -5.03 -3.29 0.0868
H 1.11 -3.43 -3.85 0.0446
H 2.61 -4.14 -4.27 0.0979
H 1.37 -5.79 -5.74 0.1364
H 1.10 -4.24 -6.17 0.1164
H -1.35 -3.41 -5.96 0.1127
H -3.77 -4.41 -4.84 0.1334
H -0.54 -7.08 -4.05 0.1667
H -4.35 -6.70 -3.78 0.1081
H -3.35 -6.43 -2.41 0.0755
H -2.90 -7.84 -3.34 0.1106
C -0.71 -0.65 5.40 -0.0537
C 0.60 0.05 4.98 -0.1700
N 1.69 -0.91 5.06 -0.0417
C 2.16 -1.71 6.11 -0.0256
C 3.02 -2.70 5.66 -0.0052
N 2.99 -2.62 4.29 -0.0584
C 2.20 -1.57 3.96 -0.0157
C 3.80 -3.53 3.41 0.0125
H -0.91 -1.65 5.03 0.0912
H -1.52 0.04 5.18 0.0721
H -0.59 -0.74 6.48 0.0745
H 0.92 0.88 5.60 0.1296
H 0.54 0.36 3.94 0.1084
H 1.90 -1.54 7.14 0.1252
H 3.67 -3.42 6.15 0.1384
H 1.91 -1.39 2.93 0.0920
H 4.87 -3.52 3.58 0.1008
H 3.66 -3.12 2.41 0.0349
H 3.46 -4.56 3.48 0.0995
C -7.06 4.18 2.45 -0.0514
C -5.95 3.35 1.69 -0.1351
N -4.65 3.89 2.05 -0.0580
C -3.96 3.75 3.22 -0.0181
C -2.75 4.35 3.06 -0.0361
N -2.55 4.72 1.75 -0.0625
C -3.77 4.47 1.14 0.0404
C -1.38 5.27 1.06 0.0196
H -7.12 5.26 2.33 0.0818
H -7.00 3.98 3.52 0.0704
H -8.04 3.89 2.08 0.0785
H -6.14 3.46 0.62 0.1309
H -5.92 2.32 2.03 0.1286
H -4.38 3.34 4.14 0.1408
H -1.96 4.42 3.78 0.1306
H -4.02 4.60 0.10 0.1300
H -0.73 5.74 1.80 0.0945
H -1.67 5.83 0.17 0.1140
H -0.81 4.43 0.67 0.0672
C 4.20 -0.51 -3.03 -0.0287
C 2.61 -0.64 -2.97 -0.1449
N 2.05 0.39 -2.05 -0.0487
C 1.16 1.30 -2.46 -0.0074
C 0.77 2.16 -1.33 -0.0216
N 1.42 1.56 -0.27 -0.1119
C 2.17 0.50 -0.72 -0.0553
C 1.43 2.02 1.12 -0.0162
H 4.39 0.45 -3.51 0.0693
H 4.68 -1.27 -3.65 0.0746
H 4.62 -0.60 -2.03 0.0680
H 2.32 -1.55 -2.44 0.0758
H 2.14 -0.66 -3.95 0.0397
H 0.72 1.46 -3.43 0.1346
H 0.13 3.03 -1.32 0.0598
H 2.66 -0.18 -0.03 0.0554
H 0.47 1.58 1.39 0.0928
H 1.21 3.08 1.18 0.0685
H 2.28 1.76 1.75 0.0545
Cl 4.82 0.09 1.91 -0.5160
Cl 0.85 -1.01 -6.43 -0.6520
Cl -2.70 2.58 -2.00 -0.5226
Cl 1.57 -2.85 0.37 -0.5736
```

=====

C36H66N10O12 as an isolated structure in a non-equilibrium geometry, computed with ωB97M-V/def2-TZVPD.

For the highest occupied orbital energy, the calculation gives -6.96 eV. The charge is 0.

```
124
Properties=species:S:1:pos:R:3:lowdin_charge:R:1
C 13.36 7.80 -2.73 -0.1911
O 13.73 9.01 -2.84 -0.1153
N 12.61 7.30 -1.75 -0.0790
C 12.24 8.10 -0.59 -0.0200
C 12.28 5.83 -1.63 0.0196
H 13.72 7.08 -3.48 0.1454
H 12.28 7.57 0.36 0.0958
H 11.21 8.43 -0.67 0.1031
H 12.85 9.00 -0.57 0.0782
H 11.65 5.66 -0.75 0.0960
H 11.74 5.48 -2.51 0.0938
H 13.21 5.27 -1.60 0.0688
C 15.27 6.44 -8.41 -0.2445
O 14.43 6.97 -7.67 -0.0203
N 16.49 6.93 -8.65 -0.1599
C 17.33 6.25 -9.64 -0.0275
C 16.90 8.16 -8.16 -0.0458
H 15.03 5.55 -9.00 0.1509
H 16.80 5.31 -9.81 0.0837
H 18.35 5.97 -9.37 0.0910
H 17.47 6.82 -10.55 0.0980
H 17.18 8.06 -7.12 0.0776
H 17.79 8.43 -8.74 0.1299
H 16.13 8.93 -8.20 0.0757
C 15.29 12.16 -5.04 -0.2352
O 15.28 12.96 -5.99 -0.0869
N 16.21 11.94 -4.12 -0.0220
C 16.04 10.84 -3.19 -0.0695
C 17.43 12.77 -3.90 0.0038
H 14.39 11.54 -4.95 0.1194
H 16.40 11.06 -2.19 0.1475
H 16.65 9.98 -3.48 0.0155
H 15.03 10.43 -3.23 -0.0082
H 17.57 13.00 -2.84 0.0817
H 18.36 12.21 -3.94 0.0605
H 17.43 13.68 -4.51 0.0926
C 15.82 5.76 -0.50 -0.3648
O 15.20 6.76 -0.19 0.0069
N 15.98 5.32 -1.75 -0.1451
C 15.43 6.00 -2.91 -0.0847
C 16.61 4.01 -2.06 -0.0280
H 16.26 5.11 0.27 0.1509
H 14.56 5.41 -3.21 0.1218
H 16.06 6.08 -3.79 0.0554
H 15.13 7.01 -2.62 0.0655
H 17.50 4.08 -2.69 -0.1317
H 16.98 3.41 -1.24 0.1035
H 15.82 3.37 -2.44 0.1007
C 13.01 14.15 -5.68 -0.2748
O 12.29 13.86 -4.73 0.0221
N 13.32 13.31 -6.62 -0.0730
C 14.36 13.55 -7.58 -0.1121
C 12.88 11.93 -6.66 -0.1494
H 13.52 15.13 -5.74 0.1512
H 14.05 13.69 -8.62 0.0838
H 15.08 12.75 -7.45 0.0798
H 14.92 14.47 -7.42 0.0980
H 13.79 11.35 -6.47 -0.1413
H 12.24 11.73 -5.80 0.0107
H 12.35 11.63 -7.56 0.1688
C 18.84 8.99 -3.29 -0.2866
O 18.68 9.99 -4.10 -0.0338
N 17.78 8.33 -2.84 -0.1335
C 17.86 7.30 -1.81 0.0031
C 16.48 8.47 -3.38 -0.2340
H 19.82 8.65 -2.90 0.1559
H 18.71 7.41 -1.14 0.1157
H 17.99 6.36 -2.33 0.0580
H 17.01 7.26 -1.12 0.0774
H 15.97 9.04 -2.60 0.1292
H 16.42 9.07 -4.29 0.1162
H 16.03 7.52 -3.66 0.0282
C 15.13 9.63 -6.60 -0.1028
O 14.64 10.77 -6.64 0.0425
N 15.07 8.76 -5.54 -0.0990
C 15.52 7.40 -5.70 -0.1164
C 14.48 8.97 -4.24 -0.3486
H 15.61 9.09 -7.43 0.0565
H 16.39 7.12 -6.30 0.0416
H 14.77 6.82 -6.24 0.0789
H 15.56 6.90 -4.73 0.0381
H 13.44 8.67 -4.31 0.1367
H 14.84 8.41 -3.37 0.0556
H 14.49 10.05 -4.07 0.0436
C 18.71 4.81 -3.67 -0.2655
O 18.32 3.68 -3.38 0.0322
N 18.25 5.54 -4.75 -0.0919
C 17.19 4.99 -5.58 -0.0173
C 18.62 6.94 -5.05 -0.0050
H 19.50 5.31 -3.10 0.1614
H 17.51 5.06 -6.62 0.1005
H 16.27 5.56 -5.41 0.0533
H 17.01 3.93 -5.43 0.1136
H 17.79 7.48 -5.49 0.0621
H 18.98 7.55 -4.22 0.0469
H 19.32 6.93 -5.89 0.1128
C 13.31 11.02 -3.27 -0.0611
C 12.59 11.26 -4.48 -0.1055
C 11.38 11.95 -4.46 -0.0279
C 10.75 12.14 -3.15 -0.0532
C 11.42 11.67 -2.00 -0.0119
C 12.73 11.26 -2.04 -0.0462
N 9.51 12.97 -3.00 -0.3252
O 9.11 13.18 -1.84 0.0427
O 8.90 13.20 -4.04 0.0675
H 14.36 10.76 -3.32 -0.0305
H 12.92 10.88 -5.44 -0.0479
H 10.87 12.14 -5.40 0.0912
H 10.98 11.63 -1.01 0.1099
H 13.29 10.92 -1.17 0.1066
C 12.69 8.67 -6.29 0.0040
C 12.22 10.00 -6.24 -0.0966
C 10.84 10.37 -6.26 0.0629
C 9.97 9.27 -6.35 -0.0964
C 10.41 7.96 -6.27 -0.0402
C 11.72 7.63 -6.44 -0.0470
N 8.51 9.57 -6.42 -0.3104
O 8.22 10.70 -6.70 0.1022
O 7.68 8.66 -6.06 0.0099
H 13.76 8.51 -6.23 0.0253
H 12.97 10.78 -6.16 -0.0650
H 10.51 11.38 -6.07 0.0921
H 9.77 7.10 -6.37 0.1108
H 11.96 6.58 -6.53 0.0966
```

=====

- Among the records above, which one has the highest charge?
  C36H66Cl4N12

=====

- The lowest highest occupied orbital energy belongs to which entry?
  C36H66Cl4N12

=====

- Look up the charge of the first one.
  +2

=====

- Which of these has the lowest charge?
  C36H66N10O12